The following is a DFT calculation (ωB97M-V with the def2-TZVPD basis set) of a molecular structure, C5H10NO2 in a non-equilibrium geometry.

The geometry in ORCA input format:
```
! RIJCOSX wB97M-V def2-TZVPD def2/J DEFGRID3
* xyz 0 2
C -0.3831 -0.4751 -0.7253
N -0.2251 -0.6030 -2.1604
C 0.0418 0.5427 -2.8421
O -0.0945 1.7913 -2.4934
C 0.9149 -0.0288 -0.1126
C 0.6445 0.1527 1.3311
C -0.3106 1.1884 1.8432
O -0.7663 -2.0592 1.7369
H -1.1092 0.2482 -0.3645
H -0.6543 -1.5483 -0.5518
H -1.3101 -2.7414 1.2896
H 0.3366 0.3189 -3.8954
H 1.2590 0.9460 -0.4929
H 1.6756 -0.8061 -0.3094
H -0.5733 -0.0799 1.6721
H 1.4831 -0.3244 1.8825
H -0.8807 1.9702 1.3413
H -0.0483 1.5078 2.8513
*
```

energy relative to the best compared isomer or geometry (same formula, charge and spin)	6.732	eV
total energy	-10923.95738	eV
frontier orbital gap (alpha / beta)	6.66 / 4.97	eV
⟨S²⟩	0.7818

The following is a DFT calculation (ωB97M-V with the def2-TZVPD basis set) of a molecular structure, C3H9N3O in a non-equilibrium geometry.

The geometry in ORCA input format:
```
! RIJCOSX wB97M-V def2-TZVPD def2/J DEFGRID3
* xyz 0 1
C -0.3388 -0.1415 0.1872
N 0.2076 0.8428 -0.8146
N 0.2526 2.4652 0.0279
N 0.5792 -0.5886 1.1980
C -0.8471 -1.2655 -0.6793
C -0.6855 -2.5493 -0.4080
O 1.4890 0.7169 -0.9963
H 1.2417 2.4962 -0.3626
H -1.1949 0.3568 0.6551
H 0.2384 2.4802 1.0493
H -0.4618 3.0482 -0.3955
H 1.4483 -0.8697 0.7505
H 0.7744 0.1304 1.8847
H -1.4016 -0.9369 -1.5489
H -1.1252 -3.3112 -1.0339
H -0.1764 -2.8738 0.4863
*
```

energy relative to the best compared isomer or geometry (same formula, charge and spin)	5.084	eV
total energy	-9770.45514	eV
frontier orbital gap	8.43	eV

The following is a DFT calculation (ωB97M-V with the def2-TZVPD basis set) of 2 unconnected molecules or ions with the total composition C4H5O2S in a non-equilibrium geometry.

The geometry in ORCA input format:
```
! RIJCOSX wB97M-V def2-TZVPD def2/J DEFGRID3
* xyz -1 1
C 1.8829 -1.6359 0.2419
C -0.6108 1.1711 0.5704
C -0.0973 1.0191 -0.8624
C -0.3007 -0.1937 0.0244
O 2.6843 -0.9013 -0.2226
O 1.5276 -2.6152 0.7502
S -1.8211 -1.1192 -0.3696
H 0.0743 1.9032 1.1838
H -1.6497 1.4953 0.7024
H -0.8045 1.4350 -1.4842
H 0.9082 1.4440 -1.0772
H -1.7933 -2.0023 0.5430
*
```

energy relative to the best compared isomer or geometry (same formula, charge and spin)	2.657	eV
total energy	-19157.88610	eV
frontier orbital gap	6.23	eV

The following is a DFT calculation (ωB97M-V with the def2-TZVPD basis set) of 2 unconnected molecules or ions with the total composition C4H9N2 in a non-equilibrium geometry.

The geometry in ORCA input format:
```
! RIJCOSX wB97M-V def2-TZVPD def2/J DEFGRID3
* xyz 1 1
C -0.2184 1.0138 -0.1217
C -3.6851 -0.4345 0.0912
C 2.6149 -0.3245 -0.5560
C 1.8929 0.4168 0.5346
N -2.6086 0.1821 -0.0952
N 0.4219 0.1397 0.4098
H -4.7277 -0.1193 -0.2496
H -3.7092 -1.4566 0.5151
H 2.5286 -1.2702 -0.1471
H 2.1890 -0.2432 -1.4858
H 3.5808 0.1172 -0.6347
H 2.2598 0.2691 1.5591
H 1.9050 1.4666 0.5839
H -2.4881 1.0104 -0.6562
H 0.0441 -0.7675 0.2526
*
```

energy relative to the best compared isomer or geometry (same formula, charge and spin)	5.989	eV
total energy	-7262.15281	eV
frontier orbital gap	8.13	eV

What is the total energy in the second record? -9770.45514 eV